ORCA calculation (wB97M-V/def2-TZVPD) on C22H18N2O4 in the gas phase.

```
46
Properties=species:S:1:pos:R:3
O -3.37662 4.10090 8.67656
N -2.43042 4.72402 8.15333
O -2.41744 5.97244 7.99444
C -1.36129 3.93919 7.62200
C -0.51892 4.51439 6.65147
C 0.25254 3.70531 5.78186
C 0.18484 2.28595 5.82028
C 1.12201 1.40410 5.00366
C 1.14513 1.02213 3.45778
C -0.12919 0.28792 3.15946
C -1.31450 0.91584 3.05695
C -2.59231 0.36367 2.64405
C -3.75467 1.17888 2.43562
C -4.97629 0.61871 2.06504
C -5.10825 -0.77090 1.89912
C -3.98155 -1.57670 2.09042
C -2.74290 -1.03228 2.44577
C 2.44755 0.36039 3.00546
C 3.57928 1.15905 2.75592
C 4.80958 0.59542 2.38357
C 4.89747 -0.76103 2.05996
C 3.77508 -1.56077 2.28271
C 2.56948 -1.00482 2.77986
N 2.58850 1.92380 5.15137
O 3.48170 1.29012 5.72932
O 2.77401 3.01129 4.53846
C -0.70471 1.71940 6.77424
C -1.46346 2.52044 7.65721
H -0.45619 5.61512 6.55441
H 1.04260 4.17333 5.16967
H 1.12093 0.39974 5.42311
H 1.08615 2.13066 3.24614
H -0.08064 -0.80901 3.01222
H -1.35082 1.98858 3.29757
H -3.69760 2.27633 2.54706
H -5.86172 1.23635 1.87490
H -6.07709 -1.21514 1.64390
H -4.08695 -2.64874 1.94220
H -1.86855 -1.67610 2.56190
H 3.56158 2.25343 2.77777
H 5.67526 1.25853 2.27664
H 5.82311 -1.16385 1.61978
H 3.82129 -2.61851 2.00222
H 1.72755 -1.69599 2.92784
H -0.69591 0.62322 6.93444
H -2.16137 2.08871 8.37500
```

SMILES = O=[N+]([O-])c1ccc([C@@H]([C@H](/C=C/c2ccccc2)c2ccccc2)[N+](=O)[O-])cc1
Energy above the lowest of the compared OMol25 structures with the same formula, charge and spin = 856.5 kJ/mol
Strongest force on any atom = 0.06617 Eh/bohr
LUMO energy = -1.27 eV
Frontier orbital gap = 0.2729 Ha